Record 1
The following is a DFT calculation (the ωB97M-V functional and the def2-TZVPD basis) of a 9-piece molecular cluster, H19O9 overall in a non-equilibrium geometry.

Geometry as XYZ:
```
28
Properties=species:S:1:pos:R:3:lowdin_charge:R:1
O -0.473 0.652 -0.116 0.188
H 0.425 0.480 -0.492 0.088
H -0.576 -0.086 0.492 0.038
H -1.095 0.601 -0.971 0.152
O -0.695 -1.371 3.669 -0.120
H -1.334 -1.254 4.521 0.155
H -0.430 -0.487 3.376 -0.032
O 2.172 -0.825 1.395 0.001
H 2.017 -0.966 2.340 0.057
H 2.951 -1.174 1.129 -0.012
O -0.780 1.626 -2.923 -0.023
H -0.381 1.865 -3.810 0.104
H -0.994 2.495 -2.786 0.004
O 0.046 1.181 3.001 -0.021
H 1.016 1.465 2.926 0.123
H -0.448 1.917 3.188 0.014
O 1.455 -0.870 -2.827 -0.035
H 0.949 -0.476 -3.500 0.021
H 0.903 -1.642 -2.441 0.130
O -0.969 -1.586 1.023 -0.009
H -1.186 -1.583 1.916 -0.020
H -0.258 -2.225 0.801 0.100
O -2.661 -0.489 -1.447 0.012
H -3.331 0.178 -1.378 0.064
H -2.597 -0.671 -2.345 0.022
O 2.079 1.040 -1.161 -0.086
H 2.044 0.334 -1.773 -0.057
H 2.151 1.874 -1.806 0.143
```

Results
- Total charge: +1
- ΔE to the lowest compared entry with this formula, charge and spin: 2.844 eV

---

Record 2
The following is a DFT calculation (the ωB97M-V functional and the def2-TZVPD basis) of H19O9 as an isolated structure in a non-equilibrium geometry.

Geometry as XYZ:
```
28
Properties=species:S:1:pos:R:3:lowdin_charge:R:1
O -2.207 -1.690 -2.135 0.032
H -3.007 -1.392 -2.315 -0.016
H -0.042 -0.154 4.914 -0.057
O 1.533 -1.412 0.657 -0.012
H 0.988 -0.648 1.284 0.131
O -0.274 -0.518 -0.739 0.023
H -1.490 -2.294 0.184 0.013
H -0.882 -0.888 -0.232 -0.041
O -0.686 -2.643 0.429 0.062
H -1.947 -2.155 -2.973 0.117
H 2.446 -1.032 0.507 0.145
O -2.667 2.974 -0.150 -0.084
H 3.026 3.422 -0.871 0.097
H -1.964 3.349 0.519 0.098
O 2.017 3.653 -0.848 -0.094
H 1.638 2.784 -1.004 0.001
H -2.271 2.118 -0.257 -0.018
O 0.232 0.702 1.332 -0.053
H -0.611 -0.626 -1.667 0.098
H 0.987 1.347 1.605 0.152
O 1.257 -0.637 -3.104 -0.019
H -0.685 -3.228 1.087 0.017
H -0.161 0.400 2.184 0.072
O 0.513 0.110 4.337 0.079
H 0.595 -0.091 -3.599 0.083
H 1.881 -0.983 -3.664 -0.001
H 0.750 -1.205 -0.260 0.134
H 1.029 0.738 4.775 0.042
```

Results
- Total charge: +1
- ΔE to the lowest compared entry with this formula, charge and spin: 5.193 eV

---

Record 3
The following is a DFT calculation (the ωB97M-V functional and the def2-TZVPD basis) of a 2-piece molecular cluster, H2 overall in a non-equilibrium geometry.

Geometry as XYZ:
```
2
Properties=species:S:1:pos:R:3:lowdin_charge:R:1
H 0.000 0.000 1.139 0.000
H 0.000 0.000 -1.139 0.000
```

Results
- ΔE to the lowest compared entry with this formula, charge and spin: 5.777 eV

---

Record 4
The following is a DFT calculation (the ωB97M-V functional and the def2-TZVPD basis) of a 2-piece molecular cluster, H2 overall in a non-equilibrium geometry.

Geometry as XYZ:
```
2
Properties=species:S:1:pos:R:3:lowdin_charge:R:1
H -0.062 1.275 0.650 0.000
H 0.062 -1.275 -0.650 0.000
```

Results
- ΔE to the lowest compared entry with this formula, charge and spin: 6.933 eV

---

Record 5
The following is a DFT calculation (the ωB97M-V functional and the def2-TZVPD basis) of a 2-piece molecular cluster, H2 overall in a non-equilibrium geometry.

Geometry as XYZ:
```
2
Properties=species:S:1:pos:R:3:lowdin_charge:R:1
H -0.097 0.393 0.234 0.000
H 0.097 -0.393 -0.234 0.000
```

Results
- ΔE to the lowest compared entry with this formula, charge and spin: 0.472 eV

---

Record 6
The following is a DFT calculation (the ωB97M-V functional and the def2-TZVPD basis) of a 10-piece molecular cluster, H20O10 overall in a non-equilibrium geometry.

Geometry as XYZ:
```
30
Properties=species:S:1:pos:R:3:lowdin_charge:R:1
O 0.045 0.077 0.592 -0.066
H 0.628 0.459 1.262 0.032
H -0.017 0.756 -0.007 -0.014
O 0.876 -3.643 -1.274 -0.004
H 0.227 -3.587 -1.884 -0.048
H 0.652 -4.420 -0.731 0.060
O -3.394 1.056 -2.503 -0.102
H -3.933 0.295 -2.678 0.006
H -2.677 1.156 -3.251 0.094
O 4.692 0.225 1.720 -0.003
H 4.799 0.117 2.607 -0.023
H 5.142 1.025 1.464 0.034
O -1.891 -2.134 -1.360 -0.100
H -2.270 -2.605 -0.503 0.114
H -2.004 -2.829 -2.028 0.037
O 0.073 2.028 -2.633 -0.054
H -0.535 2.100 -1.929 -0.009
H 0.963 2.169 -2.160 0.069
O 2.037 1.230 0.155 -0.021
H 1.980 1.611 1.011 -0.006
H 2.042 2.101 -0.242 0.044
O 0.321 2.292 2.146 -0.046
H 1.017 2.831 1.654 0.078
H -0.001 2.959 2.739 0.050
O -0.393 -2.022 0.812 -0.148
H -0.358 -1.843 -0.128 -0.016
H -0.728 -3.001 0.931 0.088
O -2.583 0.375 2.458 -0.129
H -3.060 0.870 1.756 0.031
H -1.648 0.351 2.002 0.052
```

Results
- ΔE to the lowest compared entry with this formula, charge and spin: 6.554 eV
- Structure (SMILES): O.O.O.O.O.O.O.O.O.O

---

Record 7
The following is a DFT calculation (the ωB97M-V functional and the def2-TZVPD basis) of a 10-piece molecular cluster, H20O10 overall in a non-equilibrium geometry.

Geometry as XYZ:
```
30
Properties=species:S:1:pos:R:3:lowdin_charge:R:1
O 0.470 -0.375 -0.348 -0.039
H 0.064 -1.226 -0.149 0.035
H 0.869 -0.105 0.487 0.047
O -3.733 0.312 0.082 -0.055
H -3.282 0.882 -0.551 0.037
H -3.399 -0.570 -0.116 0.022
O 1.280 2.252 -1.641 -0.115
H 1.280 1.752 -0.817 0.062
H 2.213 2.325 -1.871 0.067
O -4.533 -2.842 1.691 -0.056
H -4.045 -2.056 1.419 0.003
H -5.211 -2.942 1.014 0.038
O -0.259 1.836 -3.162 -0.100
H -0.467 2.254 -2.319 0.019
H 0.679 1.624 -3.093 -0.012
O -0.685 0.858 3.685 -0.062
H -1.348 0.159 3.662 0.032
H -1.100 1.591 3.218 0.033
O -1.368 -2.945 1.915 -0.051
H -1.263 -3.882 1.717 0.045
H -0.464 -2.619 1.992 0.026
O 3.406 -2.334 1.467 -0.061
H 2.982 -2.998 0.912 0.030
H 4.072 -1.938 0.892 0.037
O 2.587 3.729 -0.416 -0.062
H 1.838 4.185 -0.017 0.055
H 2.470 3.869 -1.363 0.040
O 2.549 -0.091 -3.030 -0.050
H 2.251 0.259 -2.183 -0.007
H 2.147 -0.966 -3.077 0.046
```

Results
- ΔE to the lowest compared entry with this formula, charge and spin: 4.886 eV
- Structure (SMILES): O.O.O.O.O.O.O.O.O.O

---

Record 8
The following is a DFT calculation (the ωB97M-V functional and the def2-TZVPD basis) of a 10-piece molecular cluster, H20O10 overall.

Geometry as XYZ:
```
30
Properties=species:S:1:pos:R:3:lowdin_charge:R:1
O -3.920 -0.178 0.838 -0.048
H -4.318 -0.017 1.702 0.057
H -2.991 -0.365 1.032 0.041
O 3.185 0.322 -0.772 -0.066
H 2.263 0.551 -0.589 -0.018
H 3.333 -0.515 -0.310 0.012
O 1.128 -0.332 2.804 -0.063
H 0.599 -0.066 2.026 0.011
H 1.402 0.497 3.213 0.058
O -1.498 3.952 -1.218 -0.070
H -1.580 4.118 -2.162 0.033
H -1.466 2.981 -1.133 -0.006
O 2.053 3.172 -0.341 -0.055
H 1.845 2.548 0.364 0.014
H 1.268 3.728 -0.419 0.023
O -1.545 -2.789 -1.187 -0.036
H -1.982 -2.653 -2.035 0.065
H -1.849 -3.658 -0.890 0.073
O -2.048 1.127 -1.169 -0.038
H -2.213 0.794 -2.057 0.078
H -2.751 0.739 -0.621 0.034
O 0.349 0.318 0.176 -0.074
H 0.624 -0.619 0.037 0.028
H -0.485 0.436 -0.317 0.020
O 1.079 -2.459 -0.340 -0.068
H 0.158 -2.609 -0.656 0.019
H 1.636 -2.969 -0.940 0.080
O 2.966 -2.099 1.625 -0.089
H 2.247 -2.476 1.105 -0.022
H 2.513 -1.478 2.236 0.007
```

Results
- ΔE to the lowest compared entry with this formula, charge and spin: 2.190 eV
- Structure (SMILES): O.O.O.O.O.O.O.O.O.O

---

Record 9
The following is a DFT calculation (the ωB97M-V functional and the def2-TZVPD basis) of a 10-piece molecular cluster, H20O10 overall in a non-equilibrium geometry.

Geometry as XYZ:
```
30
Properties=species:S:1:pos:R:3:lowdin_charge:R:1
O 1.003 -1.455 -1.591 -0.107
H 0.712 -2.061 -0.846 0.041
H 1.774 -0.985 -1.132 0.033
O -0.164 -2.809 0.713 -0.105
H 0.332 -2.350 1.470 0.042
H -0.362 -3.758 0.865 0.081
O -2.393 -1.112 -0.239 -0.095
H -1.665 -1.755 0.021 0.047
H -2.090 -0.870 -1.164 0.031
O 0.458 1.352 2.189 -0.117
H -0.455 1.240 1.747 0.045
H 0.900 2.008 1.560 0.054
O -2.177 1.181 1.100 -0.128
H -2.455 0.296 0.658 0.041
H -2.876 1.459 1.761 0.097
O -1.224 -0.359 -2.628 -0.118
H -1.272 -0.667 -3.565 0.095
H -0.299 -0.656 -2.298 0.047
O 1.378 -1.165 2.032 -0.122
H 1.067 -0.258 2.219 0.002
H 2.201 -1.255 2.730 0.182
O -0.975 2.113 -1.376 -0.084
H -1.154 1.284 -1.876 0.020
H -1.662 2.001 -0.622 0.078
O 1.360 2.380 -0.261 -0.102
H 1.913 3.152 -0.397 0.064
H 0.465 2.394 -0.752 0.032
O 2.763 -0.085 -0.046 -0.109
H 2.391 -0.336 0.817 -0.010
H 2.293 0.790 -0.338 0.065
```

Results
- ΔE to the lowest compared entry with this formula, charge and spin: 1.056 eV
- Structure (SMILES): O.O.O.O.O.O.O.O.O.O